[1]
Here is C25H21Br4MnN3O4S2 as an isolated structure from the Open Molecules 2025 dataset. Energies are from ωB97M-V with the def2-TZVPD basis set.

Each line ends with the natural charge from an NBO analysis.
Geometry (Å):
Mn (-0.712, 0.349, 0.205)  1.320
O (-2.720, 1.899, -4.672)  -0.683
C (-3.748, 1.980, -3.813)  0.357
C (-4.990, 2.351, -4.332)  -0.282
C (-6.094, 2.446, -3.511)  -0.170
C (-5.990, 2.176, -2.149)  -0.271
C (-4.764, 1.814, -1.629)  -0.151
C (-3.629, 1.713, -2.437)  -0.172
C (-2.350, 1.327, -1.801)  0.588
O (-2.324, 1.189, -0.524)  -0.786
N (-1.303, 1.174, -2.586)  -0.505
N (-0.142, 0.874, -1.884)  -0.425
C (0.858, 0.574, -2.616)  -0.065
S (2.414, 0.188, -1.895)  0.281
C (3.331, 0.404, -3.442)  -0.525
C (2.462, -0.145, -4.557)  -0.540
S (0.790, 0.537, -4.366)  0.314
H (-1.933, 1.600, -4.154)  0.510
H (-5.055, 2.553, -5.393)  0.222
H (-7.048, 2.731, -3.936)  0.210
H (-6.858, 2.243, -1.507)  0.211
H (-4.653, 1.591, -0.576)  0.226
H (4.264, -0.149, -3.350)  0.241
H (3.548, 1.461, -3.593)  0.223
H (2.412, -1.232, -4.512)  0.228
H (2.831, 0.157, -5.536)  0.239
Br (3.906, -4.694, -0.521)  0.102
C (2.290, -3.729, -0.438)  -0.205
C (1.150, -4.153, -1.134)  -0.103
Br (1.225, -5.730, -2.163)  0.115
C (-0.033, -3.424, -1.095)  -0.209
Br (-1.573, -3.915, -2.049)  0.122
C (-0.128, -2.238, -0.341)  0.371
O (-1.186, -1.486, -0.301)  -0.780
C (1.029, -1.868, 0.365)  0.103
O (0.912, -0.634, 1.030)  -0.538
C (2.218, -2.558, 0.312)  -0.107
Br (3.707, -1.839, 1.211)  0.110
C (-1.443, 2.381, 2.202)  -0.431
N (-0.290, 2.075, 1.337)  -0.477
C (-0.069, 3.208, 0.419)  -0.418
C (0.936, 1.869, 2.150)  -0.255
C (0.846, 0.641, 3.013)  -0.030
C (0.762, 0.715, 4.396)  -0.188
C (0.658, -0.433, 5.170)  -0.223
C (0.625, -1.674, 4.555)  -0.174
C (0.707, -1.778, 3.173)  -0.258
C (0.825, -0.623, 2.429)  0.268
H (-1.260, 3.299, 2.774)  0.186
H (-1.614, 1.560, 2.897)  0.214
H (-2.323, 2.504, 1.575)  0.237
H (0.143, 4.121, 0.986)  0.187
H (-0.962, 3.354, -0.185)  0.233
H (0.770, 2.987, -0.240)  0.217
H (1.111, 2.750, 2.778)  0.199
H (1.772, 1.778, 1.454)  0.227
H (0.779, 1.690, 4.869)  0.216
H (0.597, -0.356, 6.247)  0.222
H (0.535, -2.573, 5.149)  0.224
H (0.685, -2.742, 2.684)  0.245

Summary:
**Energy relative to the best compared isomer or geometry (same formula, charge and spin)**: 0.0 kJ/mol
**Molecular weight**: 866.15 g mol⁻¹
**2S+1**: 4
**Total energy**: -372087.761 eV
**<S²>**: 3.76
**HOMO (alpha / beta)**: -0.2883 / -0.2816 hartree
**Orbital gap (alpha / beta)**: 0.2932 / 0.2865 Ha


[2]
Here is a 2-piece molecular cluster, C4H5NS overall in a non-equilibrium geometry from the Open Molecules 2025 dataset. Energies are from ωB97M-V with the def2-TZVPD basis set.

Each line ends with the natural charge from an NBO analysis.
Geometry (Å):
C (-0.989, 1.099, -0.646)  0.017
C (0.120, 0.749, -0.132)  -0.284
C (-2.457, -0.474, -0.100)  0.095
C (0.409, -0.481, 0.612)  -0.574
N (-3.250, -1.323, 0.090)  -0.450
S (1.283, -1.770, -0.286)  0.023
H (1.074, 1.238, -0.264)  0.268
H (-1.576, 1.999, -1.074)  0.267
H (-0.604, -0.861, 0.847)  0.257
H (0.774, -0.060, 1.532)  0.245
H (0.139, -2.028, -0.879)  0.136

Summary:
**Energy relative to the best compared isomer or geometry (same formula, charge and spin)**: 433.2 kJ/mol
**Molecular weight**: 99.16 g mol⁻¹
**Total energy**: -16549.575 eV
**HOMO**: -0.3600 hartree
**Orbital gap**: 0.3350 Ha


[3]
Here is an isolated molecule of C5H6O from the Open Molecules 2025 dataset. Energies are from ωB97M-V with the def2-TZVPD basis set.

Each line ends with the natural charge from an NBO analysis.
Geometry (Å):
O (2.339, -0.668, -0.602)  -0.533
C (1.271, -0.285, -0.180)  0.553
C (0.047, -1.146, 0.144)  -0.503
C (-1.117, -0.171, -0.089)  -0.446
C (-0.479, 1.174, 0.192)  -0.099
C (0.852, 1.124, 0.079)  -0.325
H (0.118, -1.436, 1.203)  0.234
H (0.004, -2.054, -0.458)  0.232
H (-1.378, -0.193, -1.156)  0.222
H (-2.043, -0.375, 0.458)  0.219
H (-1.068, 2.066, 0.395)  0.215
H (1.546, 1.958, 0.078)  0.231

Summary:
**SMILES**: O=C1C=CCC1
**Energy relative to the best compared isomer or geometry (same formula, charge and spin)**: 13.7 kJ/mol
**Molecular weight**: 82.10 g mol⁻¹
**Total energy**: -7329.143 eV
**HOMO**: -0.3502 hartree
**Orbital gap**: 0.3724 Ha